[1]
Molecular formula: C7H10N
Method: DFT, ωB97M-V/def2-TZVPD

## Properties
orbital gap: 9.17 eV
spin multiplicity: 1
energy above the lowest of the compared OMol25 structures with the same formula, charge and spin: 425.9 kJ/mol
E_HOMO: -0.502 Eh
net charge: +1
molar mass: 108.2 u
lowest unoccupied orbital energy: -4.5 eV
electronic energy: -327.0388 Ha

Last column: Löwdin charge in e.
Positions of all 18 atoms, in Å:
C  3.66418  0.02811  -0.13259  0.209
C  2.51293  -0.13502  0.17134  -0.142
C  0.27482  -0.97426  -0.48292  -0.146
C  1.19658  -0.35724  0.50690  -0.093
C  0.27768  1.60994  0.32113  0.162
C  -1.04388  -0.25625  -0.55157  -0.282
C  -2.14935  -0.62549  0.47568  -0.044
N  -0.77782  1.28205  -0.26454  0.047
H  4.49063  0.41032  -0.62669  0.043
H  0.57042  -1.00523  -1.61393  0.177
H  -0.00803  -2.01999  -0.31822  0.145
H  0.79631  -0.36337  1.62830  0.184
H  0.64199  2.60360  0.54513  0.117
H  -1.69562  -0.21642  -1.36496  0.121
H  -1.80346  -0.76197  1.53862  0.097
H  -2.66261  -1.52552  0.10072  0.099
H  -2.76050  0.33049  0.62670  0.105
H  -1.52427  1.97623  -0.55912  0.200

Cartesian forces (eV/Å) of the 6 atoms listed first:
C -1.5 0.2 0.0
C 1.8 -0.4 0.3
C -0.9 -0.5 -3.7
C -3.7 3.0 2.3
C 1.7 -3.0 -0.1
C -1.6 2.3 3.6


[2]
Molecular formula: C12H36NO9
Method: DFT, ωB97M-V/def2-TZVPD

## Properties
orbital gap: 9.73 eV
spin multiplicity: 1
energy above the lowest of the compared OMol25 structures with the same formula, charge and spin: 734.2 kJ/mol
E_HOMO: -0.244 Eh
net charge: -1
molar mass: 338.4 u
lowest unoccupied orbital energy: 3.1 eV
electronic energy: -1210.3296 Ha

Last column: Löwdin charge in e.
Positions of all 58 atoms, in Å:
N  0.09911  -0.35042  0.18165  -0.499
O  -1.11751  -0.67913  0.39959  -0.017
O  0.66483  0.60577  0.63299  -0.031
O  0.67044  -0.83126  -0.84662  -0.007
C  -4.31830  0.64121  3.71414  -0.085
C  -3.45840  0.55624  2.37183  -0.307
O  -2.12790  0.50081  2.68214  -0.065
H  -4.22961  1.68955  4.55157  0.156
H  -3.99282  -0.00806  4.34341  -0.058
H  -5.41120  0.24807  3.52178  0.089
H  -3.55047  1.71784  1.69870  0.188
H  -3.81983  -0.12408  1.94364  -0.029
H  -1.66423  0.00705  2.03475  0.008
C  -1.03401  4.97419  -1.00723  -0.114
C  -0.23502  3.65232  -0.96350  -0.305
O  -1.00182  2.57317  -0.33443  -0.122
H  -1.36105  5.19872  0.05929  0.082
H  -1.99552  5.03240  -1.69334  0.100
H  -0.42477  5.79686  -1.32953  0.039
H  0.53781  3.77787  -0.25584  0.083
H  0.16303  3.55317  -1.95553  0.098
H  -0.28046  1.82998  -0.24169  0.078
C  0.60110  -2.41340  -5.49983  -0.121
C  0.26793  -2.24794  -3.92646  -0.279
O  1.49645  -2.11444  -3.16439  -0.070
H  0.87949  -3.49156  -5.64420  0.047
H  1.18009  -1.35827  -5.88263  0.129
H  -0.46626  -2.43292  -6.15593  0.100
H  -0.20562  -3.12694  -3.71606  0.065
H  -0.16197  -1.32957  -4.05183  0.065
H  1.40957  -1.95086  -2.27361  -0.018
C  2.10760  -2.03863  4.11329  -0.123
C  1.33868  -1.31406  3.14199  -0.362
O  1.75828  0.06584  3.06652  -0.113
H  1.78836  -3.10038  4.37037  0.106
H  2.02368  -1.64322  5.07788  0.046
H  3.17500  -1.92699  3.82101  0.094
H  0.28298  -1.39485  3.44353  0.120
H  1.46415  -1.80177  2.26391  0.075
H  1.35749  0.58087  2.25968  0.090
C  5.47737  3.13301  -0.34248  -0.071
C  4.26403  2.83430  0.54527  -0.326
O  3.22044  2.31372  -0.20240  -0.054
H  5.80297  2.30052  -0.79563  0.024
H  6.31729  3.61917  0.05490  0.050
H  5.21617  3.78874  -1.18844  0.086
H  3.77976  3.74177  1.08164  0.116
H  4.33486  2.13545  1.53744  0.153
H  2.62237  1.85420  0.27452  -0.007
C  -3.07173  -4.52830  -1.78255  -0.089
C  -2.69125  -3.10767  -1.11026  -0.239
O  -1.24642  -3.13052  -0.79687  -0.153
H  -2.79295  -5.40213  -1.10754  0.083
H  -2.61843  -4.84967  -2.78948  0.080
H  -4.06726  -4.53951  -1.94801  -0.008
H  -3.10678  -3.11858  -0.02873  0.116
H  -2.89576  -2.10604  -1.60449  0.120
H  -0.95400  -2.26167  -0.54795  -0.015

Cartesian forces (eV/Å) of the 6 atoms listed first:
N -1.3 -1.7 -5.7
O 1.9 0.4 1.1
O 0.6 2.6 3.2
O -0.8 -1.1 1.3
C -2.8 5.5 -2.3
C 3.4 14.8 6.6


[3]
Molecular formula: C3H6N2S
Method: DFT, ωB97M-V/def2-TZVPD

## Properties
orbital gap: 9.63 eV
spin multiplicity: 1
SMILES string: N/N=C\[C@@H]1CS1
energy above the lowest of the compared OMol25 structures with the same formula, charge and spin: 378.6 kJ/mol
E_HOMO: -0.328 Eh
net charge: 0
molar mass: 102.2 u
lowest unoccupied orbital energy: 0.7 eV
electronic energy: -625.4778 Ha

Last column: Löwdin charge in e.
Positions of all 12 atoms, in Å:
C  -0.10642  -0.08574  1.01605  -0.327
C  0.46900  0.49463  -0.16654  -0.533
C  1.74804  -0.18526  -0.74657  -0.492
H  -2.03814  0.43148  -0.79072  0.140
H  -3.02069  -0.62412  0.47901  0.100
H  0.76960  -0.70892  1.50975  0.145
H  -0.19164  1.08746  -0.76576  0.073
H  1.69187  -0.21383  -1.93114  0.125
H  1.98733  -1.07300  -0.19036  0.050
N  -2.22378  0.08867  0.29299  -0.062
N  -1.22826  -0.49225  1.17400  -0.034
S  2.14309  1.28087  0.11927  0.816

Cartesian forces (eV/Å) of the 6 atoms listed first:
C 7.4 -2.4 0.0
C 2.4 1.4 -0.4
C -2.5 0.2 -2.3
H -0.3 -1.9 3.8
H 1.6 2.1 -1.5
H -1.9 1.5 0.2


[4]
Molecular formula: C24H43BrIOPdSbSi
Method: DFT, ωB97M-V/def2-TZVPD

## Properties
orbital gap (alpha / beta): 5.37 / 5.38 eV
spin multiplicity: 1
energy above the lowest of the compared OMol25 structures with the same formula, charge and spin: 30.6 kJ/mol
E_HOMO (alpha / beta): -0.029 / -0.030 Eh
net charge: -2
molar mass: 810.7 u
lowest unoccupied orbital energy (alpha / beta): 4.6 / 4.6 eV
electronic energy: -4544.7844 Ha

Last column: Löwdin charge in e.
Positions of all 73 atoms, in Å:
Pd  0.36091  -1.10663  -0.44502  0.252
C  0.54575  5.18942  -0.62064  -0.170
C  0.36895  4.06696  -1.64082  -0.582
C  1.34133  4.22910  -2.81193  -0.198
Sb  0.37709  1.89238  -1.08204  1.487
C  2.51155  1.74430  -0.55166  -0.549
C  2.75911  0.50709  0.30765  -0.184
C  3.16367  2.96384  0.09666  -0.162
C  -0.53025  2.07917  0.90115  -0.586
C  -1.93979  2.62805  0.67912  -0.185
C  0.19498  2.82630  2.01590  -0.153
H  0.47303  6.17460  -1.10813  0.060
H  1.51561  5.14829  -0.12226  0.047
H  -0.22227  5.15554  0.15287  0.042
H  -0.64559  4.15066  -2.04781  0.058
H  2.38180  4.18670  -2.47821  0.049
H  1.20297  5.19223  -3.32375  0.058
H  1.21175  3.43620  -3.55467  0.055
H  2.97560  1.57576  -1.52875  0.070
H  2.27791  0.58640  1.28358  0.055
H  3.83412  0.34563  0.47353  0.072
H  2.38530  -0.40806  -0.17059  0.005
H  2.68049  3.23678  1.03553  0.049
H  3.14760  3.83955  -0.55268  0.034
H  4.21716  2.74749  0.32597  0.065
H  -0.61550  1.03158  1.19648  0.030
H  -1.92096  3.66333  0.32071  0.049
H  -2.51847  2.60885  1.61102  0.069
H  -2.48699  2.02707  -0.05191  0.044
H  0.43448  3.85748  1.75153  0.043
H  1.12312  2.32506  2.29622  0.050
H  -0.43562  2.85763  2.91588  0.067
Br  -5.15147  -1.92498  1.97863  0.556
C  -5.66958  -1.81309  0.09866  -0.719
C  -7.01920  -2.04439  -0.14996  -0.190
C  -7.47262  -1.96164  -1.45891  -0.145
C  -6.57094  -1.64014  -2.47005  -0.140
C  -5.23349  -1.42159  -2.15934  -0.184
C  -4.72796  -1.50925  -0.85354  -0.503
I  -2.22065  -1.44913  -0.58894  0.629
H  -7.69939  -2.28482  0.65803  0.073
H  -8.51672  -2.14939  -1.68405  0.080
H  -6.91567  -1.56344  -3.49715  0.080
H  -4.54902  -1.16684  -2.96667  0.072
C  1.88495  -1.14635  -4.55578  -0.074
C  1.44676  -1.73647  -3.20915  -0.796
C  2.63511  -2.48197  -2.57940  -0.075
C  0.31115  -2.73924  -3.44817  -0.086
O  1.03414  -0.68794  -2.39626  -0.480
H  2.24445  -1.91716  -5.24892  0.064
H  2.68405  -0.41846  -4.38903  0.067
H  1.03951  -0.62503  -5.01087  0.071
H  2.95226  -3.34684  -3.17545  0.064
H  2.34651  -2.83291  -1.58551  0.060
H  3.48204  -1.79750  -2.46670  0.070
H  0.63966  -3.59864  -4.04657  0.065
H  -0.51967  -2.24280  -3.95614  0.072
H  -0.06300  -3.09857  -2.48849  0.033
C  1.53875  -4.49331  4.16949  -0.209
Si  1.20255  -2.64859  4.14607  0.337
C  2.77089  -1.78496  4.70283  -0.209
C  -0.10707  -2.29666  5.43811  -0.205
C  0.71875  -2.11230  2.52185  -0.265
C  0.38624  -1.74536  1.39508  -0.333
H  1.82845  -4.85476  5.16163  0.014
H  2.33698  -4.73502  3.46293  0.021
H  0.64533  -5.03539  3.84894  0.023
H  3.09231  -2.12196  5.69424  0.014
H  2.61096  -0.70401  4.74138  0.021
H  3.58107  -1.97083  3.99299  0.021
H  0.18829  -2.68096  6.42038  0.015
H  -1.05757  -2.75584  5.15614  0.025
H  -0.27595  -1.22023  5.52474  0.022

Cartesian forces (eV/Å) of the 6 atoms listed first:
Pd 0.3 -0.8 -0.3
C 0.0 0.0 -0.1
C 0.1 0.1 0.0
C -0.1 0.0 0.0
Sb 0.0 0.2 0.1
C 0.0 0.0 0.1